(1)
{
  "formula": "C16H34BrFNO9",
  "method": "ωB97M-V/def2-TZVPD",
  "total_charge": -1,
  "gap_ha": 0.2716,
  "total_energy_ev": -109817.709,
  "lumo_energy_ha": 0.0978,
  "fmax_ev_per_a": 1.0,
  "species": ["O", "C", "O", "C", "O", "N", "Br", "C", "C", "F", "H", "H", "H", "H", "H", "H", "C", "O", "C", "C", "O", "C", "C", "O", "C", "H", "H", "H", "H", "H", "H", "H", "H", "H", "H", "H", "H", "H", "H", "C", "O", "C", "C", "O", "C", "C", "O", "C", "H", "H", "H", "H", "H", "H", "H", "H", "H", "H", "H", "H", "H", "H"],
  "xyz": [[-1.7028, 0.2440, 3.5477], [-1.7318, 1.0893, 2.6276], [-1.5647, 0.9322, 1.3947], [-1.9611, 2.5563, 3.1582], [-3.0370, 2.5258, 4.0770], [-2.2997, 3.4708, 2.0665], [-3.6259, 4.7455, 2.4294], [-1.1635, 4.0344, 1.3975], [-0.1677, 4.8262, 2.2277], [-0.7400, 5.8636, 2.9227], [-1.0685, 2.8567, 3.7137], [-2.6552, 2.3641, 4.9354], [-0.6272, 3.2257, 0.9150], [-1.5298, 4.6666, 0.5983], [0.3780, 4.1708, 2.8935], [0.5594, 5.2553, 1.5506], [-1.7287, -2.8062, 2.2612], [-2.4651, -3.2140, 1.1125], [-2.8555, -2.1092, 0.3243], [-2.5130, -2.3195, -1.1445], [-1.1258, -2.3678, -1.4883], [-0.3610, -3.4798, -1.0642], [-0.6952, -4.8105, -1.7100], [-1.9574, -5.3214, -1.3177], [-2.7567, -5.7979, -2.3725], [-2.4036, -2.5527, 3.0810], [-1.0864, -3.6366, 2.5692], [-1.1025, -1.9392, 2.0457], [-2.3875, -1.1868, 0.6867], [-3.9444, -1.9820, 0.3949], [-2.8936, -1.4368, -1.6659], [-3.0365, -3.1810, -1.5672], [-0.3464, -3.5584, 0.0234], [0.6624, -3.2392, -1.3711], [0.0686, -5.5346, -1.3954], [-0.6369, -4.7070, -2.7993], [-2.6640, -5.1738, -3.2674], [-3.7952, -5.7664, -2.0421], [-2.4989, -6.8341, -2.6245], [5.7543, 0.7198, -1.5099], [4.4381, 0.3500, -1.1757], [4.0819, 0.5517, 0.1825], [2.7391, 1.2343, 0.3535], [2.6680, 2.5836, -0.0869], [2.7018, 2.8839, -1.4704], [1.5025, 2.4228, -2.2680], [1.4716, 1.0278, -2.3699], [0.2235, 0.4063, -2.0881], [6.4488, -0.1114, -1.3405], [5.7699, 0.9772, -2.5699], [6.0892, 1.5923, -0.9401], [4.8452, 1.1412, 0.7031], [4.0199, -0.4312, 0.6656], [2.5549, 1.2864, 1.4294], [1.9283, 0.6372, -0.0631], [3.6351, 2.5513, -1.9296], [2.7077, 3.9773, -1.5132], [1.5850, 2.8441, -3.2807], [0.5868, 2.8133, -1.8139], [-0.3044, 0.8905, -1.2610], [0.4281, -0.6189, -1.7988], [-0.4143, 0.3986, -2.9790]]
}

(2)
{
  "formula": "C5H9IN",
  "method": "ωB97M-V/def2-TZVPD",
  "total_charge": 1,
  "gap_ha": [0.1578, 0.1581],
  "total_energy_ev": -14909.069,
  "lumo_energy_ha": [-0.3576, -0.3573],
  "fmax_ev_per_a": 4.5,
  "relative_energy_kcal_mol": 120.0,
  "species": ["C", "C", "C", "C", "C", "N", "I", "H", "H", "H", "H", "H", "H", "H", "H", "H"],
  "xyz": [[-2.5685, -0.5648, 0.9968], [1.6260, 0.2266, 1.0106], [0.3144, 0.9435, -1.0880], [-0.2932, -1.2267, 0.0317], [0.8407, -0.1511, -0.1909], [-1.4908, -0.7187, 0.6106], [-5.1821, 1.0740, -0.3965], [2.5379, 0.8021, 0.7893], [1.0574, 0.9795, 1.7278], [1.8470, -0.7355, 1.6199], [-0.7848, 1.3940, -0.7945], [0.0304, 0.6416, -2.0996], [1.0859, 1.7255, -1.0740], [-0.4917, -1.7125, -0.8476], [0.0231, -1.9328, 0.7476], [1.4482, -0.7448, -1.0433]]
}

(3)
{
  "formula": "C20H24N2O5PRuTe",
  "method": "ωB97M-V/def2-TZVPD",
  "total_charge": 1,
  "gap_ha": [0.2442, 0.1794],
  "multiplicity": 5,
  "total_energy_ev": -53506.720,
  "lumo_energy_ha": [-0.1188, -0.2039],
  "s2": 6.0684,
  "fmax_ev_per_a": 0.7,
  "relative_energy_kcal_mol": 22.3,
  "species": ["Ru", "O", "C", "C", "C", "C", "C", "C", "C", "N", "C", "C", "N", "C", "C", "C", "C", "C", "C", "C", "O", "H", "H", "H", "H", "H", "H", "H", "H", "H", "H", "H", "H", "H", "H", "C", "C", "O", "P", "O", "Te", "O", "C", "C", "H", "H", "H", "H", "H", "H", "H", "H", "H", "H"],
  "xyz": [[-0.1327, -0.0222, 0.1514], [1.7722, 0.0146, 0.0909], [2.6414, 1.0003, 0.2765], [3.9994, 0.6653, 0.3664], [4.9352, 1.6539, 0.5504], [4.5664, 3.0059, 0.6384], [3.2433, 3.3423, 0.5380], [2.2550, 2.3489, 0.3570], [0.8986, 2.7726, 0.2028], [-0.1209, 2.0057, 0.0256], [-1.4464, 2.6476, -0.1319], [-2.5062, 1.5790, -0.3691], [-2.1267, 0.4154, 0.4364], [-2.9732, -0.1975, 1.1638], [-2.6532, -1.2681, 2.1034], [-3.6695, -2.0983, 2.5144], [-3.4386, -3.0996, 3.4627], [-2.1750, -3.2529, 4.0576], [-1.1505, -2.4186, 3.7159], [-1.3345, -1.3933, 2.7160], [-0.3864, -0.6340, 2.4254], [4.2784, -0.3759, 0.2887], [5.9805, 1.3827, 0.6240], [5.3189, 3.7686, 0.7771], [2.9345, 4.3792, 0.5927], [0.7176, 3.8476, 0.2031], [-1.4208, 3.3329, -0.9796], [-1.6643, 3.2194, 0.7713], [-2.5066, 1.2605, -1.4121], [-3.4975, 1.9391, -0.0895], [-4.0179, 0.1144, 1.1163], [-4.6612, -1.9850, 2.0936], [-4.2492, -3.7550, 3.7507], [-2.0253, -4.0302, 4.7945], [-0.1647, -2.4931, 4.1536], [0.2377, -5.3851, -0.1163], [-0.8794, -5.0595, -1.0734], [-0.5773, -3.8416, -1.8202], [-0.9693, -2.4150, -1.2995], [-0.4373, -2.1063, 0.1188], [-0.2763, -0.7176, -2.7501], [-2.5552, -2.4475, -1.1002], [-3.4359, -2.7290, -2.2124], [-4.8340, -2.3525, -1.7972], [0.0200, -6.3293, 0.3859], [0.3522, -4.6073, 0.6376], [1.1803, -5.4957, -0.6504], [-1.8389, -4.9279, -0.5689], [-0.9968, -5.8225, -1.8394], [-3.3568, -3.7901, -2.4547], [-3.1036, -2.1486, -3.0764], [-5.1510, -2.9233, -0.9237], [-5.5377, -2.5546, -2.6049], [-4.8938, -1.2880, -1.5640]]
}